C28H28N2O3 | wB97M-V/def2-TZVPD

```
61
Properties=species:S:1:pos:R:3:nbo_charge:R:1
C 1.414 -2.483 2.843 -0.250
H 0.788 -3.380 2.909 0.175
O 0.641 -1.311 2.912 -0.517
C -0.371 -1.140 2.000 0.217
C -0.547 -1.971 0.901 -0.228
C -1.605 -1.807 0.027 -0.240
C -2.534 -0.799 0.231 -0.028
C -2.344 0.057 1.302 -0.247
C -1.282 -0.084 2.191 0.268
O -1.256 0.867 3.167 -0.501
C -0.362 0.785 4.254 -0.240
H -0.587 1.656 4.870 0.186
H -0.524 -0.124 4.839 0.179
H 0.679 0.822 3.928 0.190
H -3.032 0.868 1.489 0.224
C -3.713 -0.650 -0.688 -0.418
H -4.095 -1.640 -0.945 0.217
H -4.508 -0.099 -0.186 0.209
C -3.340 0.060 -2.002 -0.209
N -3.135 1.480 -1.849 -0.438
C -1.933 2.093 -1.741 0.666
O -1.824 3.294 -1.573 -0.614
C -0.707 1.236 -1.833 -0.044
C 0.100 1.128 -0.731 -0.210
C 1.300 0.382 -0.808 0.194
N 1.652 -0.250 -1.905 -0.450
C 0.901 -0.135 -3.011 0.236
C 1.333 -0.787 -4.187 -0.202
C 0.628 -0.653 -5.350 -0.210
C -0.531 0.138 -5.396 -0.213
C -0.985 0.770 -4.270 -0.188
C -0.293 0.637 -3.051 -0.118
H -1.870 1.390 -4.305 0.217
H -1.061 0.248 -6.330 0.215
H 0.965 -1.146 -6.250 0.215
H 2.237 -1.373 -4.136 0.221
C 2.220 0.277 0.330 -0.015
C 2.180 1.157 1.410 -0.200
C 3.081 1.031 2.449 -0.213
C 4.047 0.031 2.448 0.001
C 4.098 -0.835 1.362 -0.230
C 3.202 -0.714 0.320 -0.186
H 3.240 -1.385 -0.524 0.236
H 4.847 -1.614 1.338 0.209
C 5.023 -0.087 3.578 -0.632
H 4.544 0.139 4.529 0.216
H 5.448 -1.087 3.624 0.214
H 5.840 0.622 3.439 0.224
H 3.041 1.725 3.278 0.208
H 1.457 1.957 1.438 0.216
H -0.201 1.597 0.191 0.232
C -4.330 2.289 -1.753 -0.421
H -4.022 3.330 -1.670 0.253
H -4.945 2.159 -2.646 0.193
H -4.919 2.021 -0.874 0.193
H -2.437 -0.402 -2.403 0.225
H -4.150 -0.082 -2.726 0.199
H -1.710 -2.482 -0.809 0.210
H 0.154 -2.769 0.718 0.218
H 2.078 -2.439 3.705 0.198
H 2.016 -2.518 1.931 0.186
```

Computed properties:
Spin multiplicity: 1
Highest occupied orbital energy, eV: -7.99
Energy relative to the best compared isomer or geometry (same formula, charge and spin), kcal per mole: 30.74
E, Ha: -1419.02583
E_LUMO, Ha: 0.0018

C10H16O2 | wB97M-V/def2-TZVPD

```
28
Properties=species:S:1:pos:R:3:nbo_charge:R:1
C -2.066 1.385 -0.078 -0.574
C -1.745 -0.242 0.361 -0.217
C -2.813 -0.765 -0.384 -0.623
C -0.413 -0.944 0.526 -0.269
C 0.628 -0.231 1.305 -0.438
C 1.919 -0.595 0.578 0.012
C 0.205 -1.066 -0.873 0.013
C 1.110 0.107 -1.271 -0.252
C 2.080 0.430 -0.441 0.016
C 3.114 1.522 -0.239 -0.627
H -1.346 2.113 0.172 0.200
H -2.256 1.387 -1.202 0.198
H -3.333 1.400 0.526 0.190
H -2.162 -0.083 1.486 0.195
H -2.748 -0.591 -1.579 0.178
H -3.603 -0.100 -0.308 0.223
H -3.105 -1.868 -0.384 0.219
H -0.583 -1.839 1.345 0.260
H 0.112 0.789 1.680 0.250
H 0.776 -0.851 2.210 0.208
H 2.680 -0.392 1.384 0.211
H -0.596 -1.360 -1.652 0.241
H 0.985 0.570 -2.339 0.212
H 4.081 1.131 -0.226 0.229
H 3.283 2.363 -0.920 0.233
H 2.491 1.793 0.824 0.229
O 2.226 -1.854 0.207 -0.232
O 1.078 -2.209 -0.708 -0.285
```

Computed properties:
Spin multiplicity: 1
Highest occupied orbital energy, eV: -8.86
Energy relative to the best compared isomer or geometry (same formula, charge and spin), kcal per mole: 236.59
E, Ha: -540.73747
E_LUMO, Ha: 0.0255

C9H15F8NO2 | wB97M-V/def2-TZVPD

```
35
Properties=species:S:1:pos:R:3:nbo_charge:R:1
C -1.376 1.474 -0.445 -0.629
C -2.420 1.475 -1.535 -0.057
O -1.835 1.884 -2.734 -0.543
C -2.797 2.275 -3.681 -0.073
C -2.127 2.671 -5.002 -0.231
N -0.688 2.631 -5.002 -0.833
H -1.303 0.525 0.028 0.213
H -1.579 2.207 0.303 0.207
H -0.451 1.741 -0.907 0.221
H -3.242 2.117 -1.263 0.159
H -2.826 0.481 -1.630 0.159
H -3.374 3.098 -3.297 0.157
H -3.482 1.465 -3.864 0.158
H -2.499 2.030 -5.777 0.176
H -2.428 3.667 -5.248 0.188
H -0.321 1.894 -4.432 0.370
H -0.273 3.510 -4.772 0.357
C 2.224 -0.809 1.913 -0.136
C 0.785 -0.752 2.446 0.595
C 0.615 -0.778 3.963 0.520
F 1.104 -1.927 4.478 -0.319
F -0.707 -0.705 4.251 -0.321
F 0.053 -1.738 1.885 -0.310
F 0.269 0.441 2.035 -0.328
O 2.687 -2.080 1.524 -0.505
C 3.213 -2.926 2.454 0.848
C 2.364 -4.190 2.566 0.502
F 1.111 -3.869 2.947 -0.317
F 2.908 -4.995 3.506 -0.322
F 3.359 -2.328 3.651 -0.317
F 4.436 -3.304 2.023 -0.320
H 2.218 -0.226 0.995 0.230
H 2.921 -0.322 2.594 0.208
H 1.124 0.074 4.422 0.141
H 2.333 -4.710 1.607 0.151
```

Computed properties:
Spin multiplicity: 1
Highest occupied orbital energy, eV: -8.89
Energy relative to the best compared isomer or geometry (same formula, charge and spin), kcal per mole: 0.00
E, Ha: -1356.05726
E_LUMO, Ha: 0.0228

CH5NOP | wB97M-V/def2-TZVPD

```
9
Properties=species:S:1:pos:R:3:nbo_charge:R:1
C -0.472 0.153 0.139 -0.463
N 0.847 -0.456 0.091 -0.354
O 0.949 -1.841 0.049 -0.485
P 2.173 0.466 0.014 1.058
H -0.666 0.448 1.202 0.265
H -1.232 -0.684 -0.181 0.260
H -0.515 0.878 -0.617 0.239
H 1.333 1.678 0.426 -0.019
H 0.772 -2.131 -0.852 0.500
```

Computed properties:
Spin multiplicity: 1
Highest occupied orbital energy, eV: -16.73
Energy relative to the best compared isomer or geometry (same formula, charge and spin), kcal per mole: 68.99
E, Ha: -512.06197
E_LUMO, Ha: -0.2579
Charge: +1

C28H40BBrIN10O4PS2Tl | wB97M-V/def2-TZVPD

```
89
Properties=species:S:1:pos:R:3:lowdin_charge:R:1
Tl 0.546 0.901 -0.533 0.723
C -1.448 3.604 1.059 -0.042
C -1.240 2.411 1.935 -0.389
C -2.156 1.741 2.762 -0.028
C -1.445 0.683 3.282 -0.071
N -0.189 0.742 2.799 0.013
N -0.056 1.811 1.969 0.023
B 1.007 -0.214 2.995 -0.677
N 0.788 -1.479 2.132 0.016
C 0.954 -2.765 2.491 -0.064
C 0.664 -3.557 1.404 -0.026
C 0.317 -2.647 0.388 -0.354
C -0.117 -2.935 -1.013 -0.053
N 0.396 -1.404 0.842 0.040
N 2.294 0.527 2.575 -0.010
C 3.007 1.432 3.271 -0.091
C 3.942 1.985 2.425 -0.027
C 3.703 1.364 1.185 -0.370
C 4.388 1.596 -0.124 -0.047
N 2.703 0.499 1.287 0.053
N 1.180 -0.694 4.453 -0.011
C 2.323 -1.005 5.100 -0.101
C 1.987 -1.581 6.304 -0.039
C 0.579 -1.592 6.304 -0.369
C -0.350 -2.121 7.351 -0.049
N 0.107 -1.067 5.186 0.124
H -2.216 4.261 1.469 0.069
H -1.767 3.308 0.056 0.022
H -0.520 4.170 0.968 0.078
H -3.198 1.968 2.912 0.095
H -1.736 -0.109 3.948 0.101
H 1.246 -3.028 3.495 0.114
H 0.686 -4.632 1.348 0.092
H -0.939 -3.653 -1.019 0.082
H 0.701 -3.352 -1.605 0.055
H -0.464 -2.023 -1.498 0.013
H 2.788 1.638 4.306 0.121
H 4.676 2.738 2.657 0.091
H 5.159 2.359 -0.018 0.072
H 3.683 1.928 -0.889 0.056
H 4.857 0.684 -0.496 0.058
H 3.287 -0.825 4.655 0.116
H 2.656 -1.939 7.069 0.089
H 0.161 -2.222 8.308 0.066
H -0.740 -3.102 7.072 0.070
H -1.201 -1.452 7.479 0.071
C -5.590 3.933 0.727 -0.076
C -5.121 3.382 -0.600 -0.317
O -4.307 2.239 -0.331 -0.359
P -3.585 1.450 -1.530 -0.173
S -2.569 -0.041 -0.751 0.272
S -2.632 2.708 -2.732 0.242
O -4.928 0.893 -2.254 -0.353
C -4.820 0.099 -3.435 -0.327
C -5.177 0.905 -4.667 -0.097
H -6.178 4.839 0.569 0.072
H -4.738 4.179 1.361 0.063
H -6.208 3.205 1.253 0.077
H -4.537 4.116 -1.159 0.081
H -5.969 3.075 -1.218 0.110
H -5.514 -0.735 -3.306 0.114
H -3.813 -0.323 -3.508 0.083
H -6.194 1.292 -4.585 0.073
H -5.118 0.272 -5.556 0.070
H -4.496 1.747 -4.779 0.032
C -0.196 2.561 -6.267 -0.076
O 0.782 2.579 -5.238 -0.023
C 0.770 1.636 -4.259 -0.605
O 1.668 1.607 -3.459 -0.093
N -0.289 0.776 -4.288 -0.010
N -0.389 -0.141 -3.234 -0.054
H 0.139 3.282 -7.009 0.090
H -1.174 2.874 -5.891 0.084
H -0.271 1.576 -6.729 0.093
H -1.158 1.123 -4.666 0.082
H -0.665 -1.040 -3.608 0.084
H -1.090 0.181 -2.565 -0.104
Br 3.158 -3.748 -4.960 0.689
C 3.896 -3.854 -3.216 -0.740
C 4.605 -5.006 -2.898 -0.152
C 5.144 -5.158 -1.632 -0.096
C 4.965 -4.163 -0.682 -0.087
C 4.264 -3.014 -1.007 -0.146
C 3.728 -2.838 -2.284 -0.729
I 2.722 -1.060 -2.673 1.114
H 4.722 -5.778 -3.645 0.091
H 5.695 -6.058 -1.390 0.099
H 5.364 -4.280 0.317 0.103
H 4.104 -2.244 -0.263 0.093
```

Computed properties:
Spin multiplicity: 1
Highest occupied orbital energy, eV: -5.22
Energy relative to the best compared isomer or geometry (same formula, charge and spin), kcal per mole: 0.00
E, Ha: -6146.59737
E_LUMO, Ha: 0.0796
Charge: -1

C3H4N4O | wB97M-V/def2-TZVPD

```
12
Properties=species:S:1:pos:R:3:nbo_charge:R:1
C -0.152 1.395 -0.707 0.223
C 0.059 -0.314 1.810 0.323
C 0.838 -1.235 -0.309 0.344
H -1.525 0.165 -1.947 0.391
H -0.154 2.248 -1.583 0.197
H -0.473 -0.789 2.757 0.210
H 1.400 -2.154 -0.599 0.198
N -0.945 0.245 -1.150 -0.543
N 0.218 1.460 0.496 -0.277
N -0.276 0.848 1.508 -0.235
N 0.047 -0.862 -1.314 -0.315
O 0.963 -1.009 1.037 -0.516
```

Computed properties:
Spin multiplicity: 1
Highest occupied orbital energy, eV: -8.89
Energy relative to the best compared isomer or geometry (same formula, charge and spin), kcal per mole: 122.35
E, Ha: -410.80830
E_LUMO, Ha: 0.0350